The following is a DFT calculation (ωB97M-V/def2-TZVPD) of a molecular structure, C22H42BrCoN2OS3Si at a distorted geometry.

Values from the calculation:
Gap between HOMO and LUMO (alpha / beta): 8.73 / 6.30 eV
2S+1: 5
<S²>: 6.019
HOMO (alpha / beta): -0.531 / -0.529 hartree
Max |F|: 1.12 eV/Å
Charge: +2
ΔE to the lowest compared entry with this formula, charge and spin: 20.35 kcal/mol

Each line ends with the Mulliken spin population.
Geometry (Å):
Co (-0.74, 1.56, 2.82)  2.65
C (0.58, 0.94, 4.79)  0.01
C (0.29, 2.31, 4.85)  -0.01
C (1.16, 3.22, 4.24)  0.01
C (2.28, 2.77, 3.57)  0.03
C (2.56, 1.41, 3.50)  0.02
C (1.72, 0.50, 4.12)  0.02
H (-0.02, 0.24, 5.37)  0.00
H (-0.52, 2.68, 5.47)  -0.01
H (0.96, 4.28, 4.33)  0.00
H (2.96, 3.48, 3.11)  0.00
H (3.45, 1.06, 2.99)  0.00
H (1.96, -0.56, 4.12)  0.00
C (-4.67, -2.44, 3.35)  0.02
O (-3.90, -1.34, 3.91)  -0.02
C (-3.58, -0.32, 3.19)  -0.05
S (-3.97, 0.06, 1.64)  0.64
S (-2.77, 0.99, 3.92)  0.47
H (-3.99, -3.28, 3.22)  0.00
H (-5.13, -2.15, 2.41)  -0.01
H (-5.43, -2.69, 4.09)  0.00
C (1.61, 5.17, -0.45)  0.00
N (0.71, 4.79, 0.63)  0.01
C (-0.31, 3.95, 0.52)  0.01
N (-0.56, 3.39, -0.66)  0.01
S (-1.34, 3.64, 1.87)  0.10
H (2.20, 6.02, -0.12)  0.00
H (1.04, 5.47, -1.33)  0.00
H (2.28, 4.35, -0.70)  0.00
H (0.82, 5.21, 1.54)  0.00
H (-0.03, 3.61, -1.49)  0.00
H (-1.37, 2.80, -0.74)  0.00
C (0.69, -4.05, -1.95)  0.00
C (0.20, -3.04, -0.88)  0.00
C (-1.23, -3.40, -0.44)  -0.01
C (1.08, -3.15, 0.38)  0.01
Si (0.27, -1.37, -1.73)  0.00
Br (-0.06, 0.24, 1.01)  0.08
C (1.93, -0.64, -2.19)  0.00
C (3.08, -1.21, -1.35)  0.00
C (1.98, 0.89, -2.05)  0.01
C (2.17, -1.04, -3.67)  0.00
C (-1.27, -0.76, -2.62)  0.00
C (-1.05, 0.57, -3.36)  0.00
C (-2.45, -0.55, -1.66)  0.01
C (-1.62, -1.84, -3.66)  0.00
H (0.60, -5.06, -1.53)  0.00
H (1.74, -3.90, -2.21)  0.00
H (0.11, -4.02, -2.87)  0.00
H (-1.20, -4.39, 0.03)  0.00
H (-1.93, -3.47, -1.28)  0.00
H (-1.62, -2.69, 0.29)  0.01
H (0.96, -4.16, 0.79)  0.00
H (0.78, -2.44, 1.14)  -0.01
H (2.14, -3.01, 0.17)  0.00
H (2.97, -0.97, -0.29)  0.00
H (4.02, -0.76, -1.70)  0.00
H (3.19, -2.29, -1.46)  0.00
H (1.76, 1.21, -1.03)  0.00
H (1.30, 1.40, -2.74)  0.00
H (3.00, 1.22, -2.30)  0.00
H (2.18, -2.13, -3.81)  0.00
H (3.15, -0.67, -3.98)  0.00
H (1.43, -0.62, -4.35)  0.00
H (-0.83, 1.39, -2.67)  0.00
H (-1.98, 0.82, -3.88)  0.00
H (-0.27, 0.53, -4.11)  0.00
H (-2.21, 0.14, -0.85)  0.01
H (-2.80, -1.48, -1.22)  0.00
H (-3.28, -0.13, -2.23)  0.00
H (-0.84, -1.96, -4.42)  0.00
H (-2.53, -1.53, -4.18)  0.00
H (-1.82, -2.81, -3.22)  0.00

***

The following is a DFT calculation (ωB97M-V/def2-TZVPD) of a molecular structure, C20H35AsBrCoF6N6O8S2Si2 at a distorted geometry.

Values from the calculation:
Gap between HOMO and LUMO (alpha / beta): 5.81 / 5.94 eV
2S+1: 4
<S²>: 3.757
HOMO (alpha / beta): -0.137 / -0.142 hartree
Max |F|: 2.91 eV/Å
Charge: -1
ΔE to the lowest compared entry with this formula, charge and spin: 26.58 kcal/mol

Each line ends with the Mulliken spin population.
Geometry (Å):
Co (0.11, 0.30, 0.29)  2.51
N (-1.43, -1.05, 1.27)  0.09
C (-1.23, -2.49, 1.10)  -0.01
C (-1.42, -3.34, 2.37)  0.01
C (-0.98, -2.77, 3.74)  0.00
C (0.45, -2.22, 3.85)  0.00
N (1.34, -2.73, 2.81)  0.00
C (1.82, -3.94, 2.73)  0.00
N (1.76, -4.76, 3.80)  0.00
N (2.36, -4.36, 1.58)  0.00
C (0.16, -2.80, 0.46)  0.02
O (0.46, -4.01, 0.37)  0.00
O (0.90, -1.84, 0.12)  0.04
H (-1.04, -0.72, 2.15)  -0.01
H (-2.40, -0.77, 1.23)  0.01
H (-1.94, -2.85, 0.36)  0.00
H (-0.90, -4.27, 2.18)  0.00
H (-2.48, -3.58, 2.49)  0.00
H (-1.12, -3.58, 4.45)  0.00
H (-1.66, -1.96, 4.04)  0.00
H (0.85, -2.41, 4.85)  0.00
H (0.47, -1.14, 3.69)  0.00
H (1.45, -2.08, 2.03)  0.00
H (1.60, -4.37, 4.71)  0.00
H (2.29, -5.61, 3.77)  0.00
H (1.80, -4.06, 0.76)  0.00
H (2.65, -5.32, 1.55)  0.00
F (-3.64, 3.16, 0.39)  0.00
C (-2.81, 4.13, -0.01)  0.00
F (-3.14, 4.47, -1.26)  0.00
F (-2.98, 5.20, 0.77)  0.00
S (-1.02, 3.62, 0.04)  0.01
O (-1.01, 2.24, -0.42)  0.04
O (-0.44, 4.62, -0.80)  0.00
N (-0.59, 3.88, 1.54)  0.00
S (-0.85, 2.89, 2.75)  0.01
O (-1.45, 1.64, 2.37)  0.01
O (0.24, 2.89, 3.67)  0.00
C (-2.16, 3.74, 3.75)  0.00
F (-3.36, 3.69, 3.16)  0.00
F (-1.85, 5.01, 3.99)  0.00
F (-2.26, 3.10, 4.93)  0.00
Br (1.84, 2.44, -2.53)  0.00
C (2.24, 2.63, -0.69)  -0.01
C (2.92, 3.77, -0.30)  0.00
C (3.42, 3.82, 0.99)  0.00
C (3.25, 2.71, 1.80)  0.00
C (2.52, 1.64, 1.33)  0.01
N (1.97, 1.60, 0.10)  0.04
C (2.28, 0.44, 2.22)  0.01
O (3.16, 0.09, 3.00)  0.00
O (1.14, -0.12, 2.05)  0.06
H (3.05, 4.58, -1.00)  0.00
H (3.95, 4.70, 1.33)  0.00
H (3.67, 2.65, 2.80)  0.00
C (-3.53, 1.29, -2.37)  0.00
Si (-1.98, 0.76, -3.35)  0.00
C (-1.39, 2.29, -4.31)  0.00
C (-2.64, -0.43, -4.69)  0.01
As (-0.71, -0.55, -1.93)  0.11
Si (1.11, -1.22, -3.23)  0.01
C (2.78, -1.00, -2.35)  0.01
C (0.89, -3.08, -3.54)  0.01
C (1.30, -0.44, -4.95)  0.00
H (-4.43, 0.76, -2.70)  0.00
H (-3.72, 2.36, -2.45)  0.00
H (-3.38, 1.07, -1.31)  0.00
H (-2.12, 2.58, -5.07)  0.00
H (-0.43, 2.09, -4.80)  0.00
H (-1.24, 3.13, -3.63)  0.00
H (-3.27, 0.07, -5.43)  0.00
H (-3.22, -1.22, -4.22)  0.00
H (-1.81, -0.91, -5.21)  0.00
H (2.60, -0.94, -1.27)  0.00
H (3.27, -0.07, -2.66)  0.00
H (3.47, -1.83, -2.53)  0.00
H (0.97, -3.63, -2.60)  0.00
H (1.63, -3.49, -4.25)  0.00
H (-0.11, -3.27, -3.95)  0.00
H (1.53, 0.62, -4.87)  0.00
H (0.38, -0.54, -5.53)  0.00
H (2.11, -0.93, -5.51)  0.00

***

The following is a DFT calculation (ωB97M-V/def2-TZVPD) of 8 unconnected molecules or ions with the total composition C4H26N2O8 at a distorted geometry.

Values from the calculation:
Gap between HOMO and LUMO: 8.80 eV
2S+1: 1
SMILES: C[C@@H](O)[C@@H](N)CN.O.O.O.O.O.O.O
HOMO: -0.319 hartree
Max |F|: 2.70 eV/Å
ΔE to the lowest compared entry with this formula, charge and spin: 25.44 kcal/mol

Each line ends with the Mulliken charge.
Geometry (Å):
N (-0.10, 2.53, 1.59)  -0.48
C (0.90, 1.51, 1.38)  0.41
C (1.81, 1.83, 0.19)  0.05
C (2.98, 0.86, 0.17)  -1.56
O (1.24, 1.85, -1.15)  -0.59
C (0.24, 0.14, 1.30)  0.78
N (0.58, -0.81, 2.36)  -0.64
H (-1.01, 2.21, 1.86)  0.19
H (0.09, 3.50, 1.44)  0.19
H (1.67, 1.55, 2.16)  0.15
H (2.19, 2.85, 0.23)  0.56
H (3.57, 1.07, -0.72)  0.46
H (3.61, 0.95, 1.05)  0.45
H (2.75, -0.20, 0.05)  0.22
H (1.35, 0.97, -1.55)  0.31
H (0.42, -0.30, 0.33)  -0.24
H (-0.84, 0.15, 1.25)  -0.24
H (0.08, -0.56, 3.20)  0.25
H (1.57, -0.82, 2.54)  0.23
H (0.54, -2.62, -1.92)  0.46
H (-0.09, -3.66, -1.04)  0.42
O (0.07, -3.47, -1.95)  -0.78
H (-0.10, -0.88, -1.68)  0.28
H (1.01, -0.93, -2.83)  0.32
O (0.84, -0.79, -1.91)  -0.85
H (-1.46, 1.73, 0.02)  0.32
H (-2.27, 0.49, -0.54)  0.19
O (-1.83, 0.83, 0.24)  -0.57
H (-2.53, -0.68, 1.38)  0.29
H (-2.86, -2.03, 0.88)  0.33
O (-3.04, -1.44, 1.63)  -0.67
H (-1.38, -2.68, 0.46)  0.18
H (0.04, -2.56, 1.11)  0.26
O (-0.42, -2.80, 0.29)  -0.65
H (-2.40, -1.81, -3.03)  0.28
H (-1.70, -2.69, -1.99)  0.34
O (-2.21, -1.86, -2.08)  -0.59
H (-0.29, 2.87, -1.43)  0.40
H (-1.78, 2.65, -1.99)  0.29
O (-1.24, 3.04, -1.30)  -0.73

***

The following is a DFT calculation (ωB97M-V/def2-TZVPD) of C5H3FO2 in the gas phase at a distorted geometry.

Values from the calculation:
Gap between HOMO and LUMO: 9.18 eV
2S+1: 1
SMILES: C#C/C(=C\F)C(=O)O
HOMO: -0.360 hartree
Max |F|: 7.60 eV/Å
ΔE to the lowest compared entry with this formula, charge and spin: 75.74 kcal/mol

Each line ends with the Mulliken charge.
Geometry (Å):
C (-0.67, -1.00, 0.79)  0.56
C (-0.08, 0.11, 0.24)  0.61
C (0.34, 0.92, 1.23)  0.04
C (0.29, 0.40, -1.13)  -0.67
C (0.90, 0.72, -2.21)  -0.32
H (-1.21, -1.67, -0.94)  0.32
H (-0.11, 0.90, 2.32)  0.30
H (1.44, 0.83, -3.12)  0.43
O (-1.00, -1.97, -0.05)  -0.45
O (-0.65, -1.39, 1.98)  -0.62
F (0.75, 2.14, 0.90)  -0.21

***

The following is a DFT calculation (ωB97M-V/def2-TZVPD) of C17H14F3NO5S in the gas phase at a distorted geometry.

Values from the calculation:
Gap between HOMO and LUMO: 9.24 eV
2S+1: 1
SMILES: CCOC(=O)N(c1cccc(C(=O)c2ccccc2)c1)S(=O)(=O)C(F)(F)F
HOMO: -0.353 hartree
Max |F|: 7.10 eV/Å
ΔE to the lowest compared entry with this formula, charge and spin: 0.00 kcal/mol

Each line ends with the Mulliken charge.
Geometry (Å):
O (2.54, -1.26, -1.70)  -0.60
O (0.86, 1.40, 4.05)  -0.57
O (1.15, -1.29, 4.97)  -0.60
O (-0.52, -2.52, 3.85)  -0.61
F (-2.07, -1.17, 6.14)  -0.20
F (-1.13, 0.77, 5.85)  -0.18
F (-2.54, -0.02, 4.40)  -0.23
O (0.19, 1.94, 1.91)  -0.21
C (1.35, -1.16, -2.00)  -0.04
C (0.42, 1.10, 2.96)  0.49
C (0.26, -0.72, -6.13)  -0.32
C (1.48, -1.28, -5.79)  -0.59
C (-0.66, -0.33, -5.11)  -0.75
C (-1.76, -1.93, 0.02)  -1.09
C (1.83, -1.43, -4.45)  -0.31
C (-0.30, -0.48, -3.79)  -0.23
C (-0.86, -1.86, -1.01)  -0.41
C (-1.45, -1.36, 1.25)  -0.05
C (0.71, -0.69, 0.42)  -0.05
C (0.95, -1.04, -3.41)  0.48
C (0.37, -1.21, -0.88)  0.43
C (-0.21, -0.73, 1.49)  -0.08
N (0.13, -0.24, 2.75)  0.12
C (0.24, 4.16, 0.93)  -1.17
C (0.56, 3.32, 2.21)  -0.27
C (-1.52, -0.36, 5.22)  0.75
S (-0.13, -1.15, 4.23)  1.06
H (-0.01, -0.62, -7.17)  0.38
H (2.14, -1.59, -6.59)  0.39
H (-1.64, 0.07, -5.31)  0.39
H (-2.77, -2.38, -0.13)  0.33
H (2.78, -1.92, -4.21)  0.39
H (-1.04, -0.14, -3.05)  0.39
H (-1.06, -2.40, -1.95)  0.51
H (-2.17, -1.44, 2.07)  0.32
H (1.71, -0.25, 0.60)  0.47
H (0.90, 3.86, 0.10)  0.30
H (0.41, 5.23, 1.17)  0.37
H (-0.80, 4.07, 0.61)  0.32
H (1.63, 3.38, 2.40)  0.32
H (0.00, 3.67, 3.08)  0.32

***

The following is a DFT calculation (ωB97M-V/def2-TZVPD) of a molecular structure, C11H21NPbSi at a distorted geometry.

Values from the calculation:
Gap between HOMO and LUMO (alpha / beta): 3.69 / 4.00 eV
2S+1: 1
HOMO (alpha / beta): -0.221 / -0.226 hartree
Max |F|: 6.81 eV/Å
ΔE to the lowest compared entry with this formula, charge and spin: 135.94 kcal/mol

Each line ends with the Mulliken charge.
Geometry (Å):
C (-0.38, 1.71, -2.62)  -0.57
C (1.02, 1.82, -2.35)  -0.51
C (1.19, 2.69, -1.23)  -0.51
C (-0.11, 3.11, -0.80)  -0.50
C (-1.08, 2.51, -1.66)  -0.59
Pb (-0.62, -1.06, 0.17)  0.74
N (-3.18, -0.38, 1.96)  -0.69
C (0.48, -2.66, -0.61)  -0.66
C (1.81, -2.16, -0.87)  -0.54
H (2.14, 2.99, -0.79)  0.41
H (1.82, 1.36, -2.93)  0.45
H (-0.32, 3.80, 0.02)  0.41
H (-2.16, 2.65, -1.61)  0.39
H (-0.83, 1.15, -3.44)  0.42
H (2.05, -1.89, -1.90)  0.23
H (0.38, -3.33, 0.25)  0.36
H (-2.90, -1.35, 1.67)  0.23
H (2.64, -2.45, -0.21)  0.29
H (-0.07, -2.93, -1.51)  0.41
C (-1.55, 0.40, 3.54)  -0.62
Si (-0.02, -0.65, 3.58)  0.04
C (1.14, -0.07, 4.94)  -0.97
C (-0.46, -2.43, 3.99)  -0.91
C (0.79, -0.41, 1.89)  -1.03
H (-2.14, 0.30, 4.46)  0.35
H (-2.35, -0.03, 2.63)  0.40
H (-1.33, 1.46, 3.40)  0.36
H (0.66, -0.26, 5.91)  0.29
H (2.10, -0.62, 4.88)  0.30
H (1.31, 1.01, 4.82)  0.30
H (-1.12, -2.90, 3.25)  0.32
H (0.43, -3.05, 4.08)  0.32
H (-0.99, -2.46, 4.95)  0.32
H (1.00, 0.66, 1.65)  0.38
H (1.70, -1.00, 1.68)  0.42

***

no.,DFT total energy (eV)
1,-176563.2995
2,-268873.9290
3,-23929.1116
4,-12042.1913
5,-48569.6412
6,-26352.3421